1.
{
  "formula": "C26H63F3N4O23P5",
  "method": "the ωB97M-V functional and the def2-TZVPD basis",
  "species": ["C", "C", "O", "C", "O", "C", "C", "C", "N", "C", "N", "C", "N", "C", "C", "O", "C", "F", "F", "F", "N", "H", "H", "H", "H", "H", "H", "H", "H", "H", "H", "H", "H", "H", "H", "H", "H", "H", "H", "C", "O", "P", "O", "O", "C", "O", "C", "H", "H", "H", "H", "H", "H", "H", "H", "H", "C", "O", "P", "O", "O", "C", "O", "C", "H", "H", "H", "H", "H", "H", "H", "H", "H", "C", "O", "P", "O", "O", "C", "O", "C", "H", "H", "H", "H", "H", "H", "H", "H", "H", "C", "O", "P", "O", "O", "C", "O", "C", "H", "H", "H", "H", "H", "H", "H", "H", "H", "C", "O", "P", "O", "O", "C", "O", "C", "H", "H", "H", "H", "H", "H", "H", "H", "H"],
  "coordinates": [[1.9227, 6.5555, -4.5465], [1.0884, 5.1669, -4.5397], [0.5347, 4.9316, -3.1842], [0.9952, 3.6321, -2.8353], [2.0512, 3.5236, -2.1531], [0.1605, 2.3852, -3.3791], [0.0204, 1.2017, -2.2686], [1.3301, 0.2967, -2.4273], [1.4396, -0.8210, -1.4450], [2.6093, -0.9781, -0.8138], [3.8296, -0.2166, -0.8795], [4.8850, -0.7075, -0.0463], [4.2604, -1.8613, 0.5586], [5.1159, -2.6569, 1.4878], [6.2236, -3.4010, 0.6023], [6.5280, -4.7501, 1.0756], [7.6125, -2.6172, 0.4610], [7.6592, -2.0023, -0.8355], [8.7467, -3.4749, 0.4954], [7.8315, -1.6153, 1.4270], [2.9872, -2.0098, 0.1597], [1.7086, 7.0475, -5.5549], [1.6626, 7.2344, -3.6692], [3.0449, 6.2974, -4.5449], [1.8268, 4.3245, -4.8086], [0.2291, 5.1644, -5.2904], [0.8101, 1.9205, -4.2159], [-0.8275, 2.6554, -3.8700], [-0.9275, 0.6194, -2.5633], [-0.1270, 1.6342, -1.2245], [2.2267, 0.9993, -2.4514], [1.2850, -0.1926, -3.4727], [0.6513, -1.4622, -1.2508], [5.9379, -0.3301, 0.1345], [5.5466, -2.0197, 2.3403], [4.5011, -3.4801, 2.0067], [5.7852, -3.5565, -0.4536], [6.7320, -5.2271, 0.2335], [2.3600, -2.7682, 0.4785], [2.0385, -8.2430, 2.9902], [2.9302, -8.6746, 4.0035], [4.6034, -8.3260, 3.8471], [4.5735, -8.4290, 2.3195], [4.9885, -9.7809, 4.4812], [4.3643, -10.9452, 3.9566], [6.2721, -7.9223, 3.7929], [6.5314, -6.5269, 3.6683], [1.0197, -8.3464, 3.3689], [2.2193, -7.1988, 2.7407], [2.1400, -8.8733, 2.1077], [4.0637, -10.8175, 2.9143], [3.4904, -11.1932, 4.5647], [5.0701, -11.7741, 4.0153], [5.9742, -5.9695, 4.4253], [6.2495, -6.1829, 2.6711], [7.5982, -6.3549, 3.8173], [-2.7542, 4.9013, 1.6787], [-1.6595, 5.5355, 2.3204], [-0.0646, 5.1008, 1.8636], [-0.4330, 3.6474, 1.5510], [0.4383, 5.2284, 3.4135], [-0.2885, 4.5584, 4.4320], [1.5580, 4.8384, 1.3712], [1.7832, 5.0594, -0.0216], [-3.6617, 5.4568, 1.9228], [-2.6161, 4.9051, 0.5997], [-2.8693, 3.8841, 2.0509], [-0.8059, 3.6732, 4.0551], [-1.0122, 5.2470, 4.8761], [0.4124, 4.2477, 5.2076], [1.3902, 6.0345, -0.3189], [1.3070, 4.2792, -0.5989], [2.8569, 5.0395, -0.2094], [-5.0758, 11.5777, -1.1899], [-5.4599, 11.4679, 0.1718], [-4.8514, 10.1656, 1.1059], [-4.8040, 9.1957, -0.0762], [-6.2844, 10.0325, 1.8793], [-7.4768, 9.9566, 1.1131], [-4.1970, 8.9761, 2.1602], [-2.7728, 8.9585, 2.2063], [-5.3648, 12.5689, -1.5443], [-3.9982, 11.4647, -1.2940], [-5.6010, 10.8346, -1.7887], [-7.3035, 9.5304, 0.1219], [-7.9101, 10.9552, 1.0141], [-8.1879, 9.3232, 1.6448], [-2.3859, 9.9624, 2.3939], [-2.3725, 8.5766, 1.2635], [-2.4588, 8.3023, 3.0188], [-9.2846, 7.1907, -2.9165], [-8.8618, 5.9088, -2.4812], [-7.1975, 5.6472, -2.1575], [-6.7208, 6.6254, -3.2325], [-7.2929, 4.1379, -2.7794], [-7.8739, 3.9568, -4.0614], [-5.5820, 5.3285, -1.6700], [-5.0899, 6.2188, -0.6675], [-10.3734, 7.2301, -2.8461], [-8.8604, 7.9688, -2.2843], [-9.0042, 7.3444, -3.9576], [-7.7713, 4.8446, -4.6895], [-8.9318, 3.7047, -3.9494], [-7.3709, 3.1231, -4.5528], [-5.7934, 6.2738, 0.1662], [-4.9378, 7.2124, -1.0908], [-4.1383, 5.8388, -0.3011], [-0.9593, -12.9423, -0.4716], [-0.0092, -13.3786, 0.4866], [1.6548, -13.0614, 0.2136], [1.5394, -13.1686, -1.3080], [2.0576, -14.5122, 0.8475], [1.4004, -15.6784, 0.3740], [3.3236, -12.6660, 0.1011], [3.5838, -11.2724, -0.0372], [-1.9523, -13.0228, -0.0249], [-0.7774, -11.9048, -0.7462], [-0.9275, -13.5848, -1.3504], [1.0501, -15.5654, -0.6544], [0.5557, -15.9111, 1.0278], [2.1050, -16.5098, 0.4119], [3.0548, -10.7122, 0.7368], [3.2693, -10.9294, -1.0261], [4.6554, -11.1034, 0.0749]],
  "homo_energy_ev": -10.46,
  "total_charge": 1,
  "orbital_gap_ev": 6.266,
  "energy_ha": -4983.6474
}

---

2.
{
  "formula": "C6H13NO",
  "method": "the ωB97M-V functional and the def2-TZVPD basis",
  "species": ["C", "C", "N", "O", "H", "H", "H", "H", "H", "C", "C", "C", "C", "H", "H", "H", "H", "H", "H", "H", "H"],
  "coordinates": [[-1.3352, -0.2006, 1.7361], [-2.0975, -0.3510, 0.4326], [-2.3703, -1.6355, 0.1054], [-2.4327, 0.5765, -0.2708], [-2.8530, -1.8280, -0.7589], [-2.0629, -2.4083, 0.6663], [-1.3204, 0.8464, 2.0239], [-1.7956, -0.7924, 2.5194], [-0.3115, -0.5358, 1.5859], [0.6712, -0.1073, -1.6901], [2.6203, 0.2196, -0.1077], [1.2755, 0.6908, -0.5736], [0.6824, 1.7580, -0.0641], [-0.3203, 0.2625, -1.9317], [1.3014, -0.0465, -2.5759], [3.3719, 0.4416, -0.8656], [2.6213, -0.8595, 0.0478], [2.9110, 0.7134, 0.8169], [0.5933, -1.1627, -1.4140], [1.1310, 2.3290, 0.7313], [-0.2799, 2.0899, -0.4132]],
  "homo_energy_ev": -9.11,
  "de_lowest_ev": 0.616,
  "orbital_gap_ev": 9.912,
  "smiles": "C=C(C)C.CC(N)=O",
  "energy_ha": -366.4113
}

---

3.
{
  "formula": "C33H51F4I2N8",
  "method": "the ωB97M-V functional and the def2-TZVPD basis",
  "species": ["C", "C", "I", "C", "I", "C", "C", "C", "N", "N", "C", "C", "F", "F", "C", "F", "F", "H", "H", "H", "H", "H", "H", "H", "H", "H", "C", "C", "C", "C", "N", "H", "H", "H", "H", "H", "H", "H", "C", "C", "C", "C", "N", "H", "H", "H", "H", "H", "H", "H", "C", "C", "C", "C", "N", "H", "H", "H", "H", "H", "H", "H", "C", "C", "C", "C", "N", "H", "H", "H", "H", "H", "H", "H", "C", "C", "C", "C", "N", "H", "H", "H", "H", "H", "H", "H", "C", "C", "C", "C", "N", "H", "H", "H", "H", "H", "H", "H"],
  "coordinates": [[-5.8699, 0.5891, 3.2094], [-4.4947, 0.3108, 3.8248], [-3.1701, -0.6746, 2.4524], [-3.7423, 1.4761, 4.4911], [-5.0896, 2.5956, 5.7668], [-3.0412, 2.4204, 3.5659], [-3.5016, 2.6910, 2.2931], [-2.7834, 3.5327, 1.4447], [-1.6611, 4.1314, 1.7711], [-1.2515, 3.8590, 3.0013], [-1.8340, 3.0624, 3.8848], [-1.0598, 2.8991, 5.1875], [-1.8756, 3.1166, 6.2314], [-0.0945, 3.8471, 5.2196], [-0.4030, 1.4918, 5.3662], [-0.4631, 0.8254, 4.1937], [0.8780, 1.6495, 5.7070], [-6.0582, -0.0698, 2.3675], [-6.6487, 0.4052, 3.9439], [-5.9996, 1.6105, 2.8656], [-4.6561, -0.4069, 4.6223], [-3.0453, 1.0319, 5.1911], [-4.4068, 2.2576, 1.9093], [-3.1435, 3.7208, 0.4445], [-0.3875, 4.3177, 3.2741], [-0.9137, 0.9291, 6.1472], [0.2879, -5.3436, 2.1698], [0.0832, -4.0266, 2.9069], [-1.1016, -4.0663, 3.8814], [-2.3498, -4.3396, 3.1732], [-3.3111, -4.5362, 2.5775], [-0.5770, -5.5887, 1.5522], [1.1541, -5.2819, 1.5125], [0.4530, -6.1655, 2.8691], [-0.0744, -3.2253, 2.1818], [0.9825, -3.7776, 3.4732], [-1.2078, -3.1100, 4.3962], [-0.9573, -4.8397, 4.6377], [-3.0997, -4.9942, -2.8783], [-3.7237, -5.2824, -1.5179], [-3.9534, -4.0167, -0.6836], [-2.6983, -3.3231, -0.4058], [-1.7078, -2.7902, -0.1700], [-2.1117, -4.5429, -2.7743], [-2.9829, -5.9147, -3.4493], [-3.7236, -4.3143, -3.4612], [-3.0865, -5.9687, -0.9576], [-4.6850, -5.7798, -1.6527], [-4.4092, -4.2629, 0.2754], [-4.6161, -3.3267, -1.2097], [0.7275, 0.2312, -2.2597], [0.9396, 1.6194, -1.6731], [-0.0759, 1.9570, -0.5735], [-1.4482, 1.9357, -1.0825], [-2.5246, 1.9174, -1.4843], [-0.2471, 0.1438, -2.7429], [1.4923, 0.0191, -3.0038], [0.7928, -0.5357, -1.4858], [0.8785, 2.3699, -2.4639], [1.9422, 1.6860, -1.2478], [0.1163, 2.9492, -0.1589], [-0.0043, 1.2300, 0.2393], [-1.1081, 5.4464, -3.1914], [-0.6514, 6.6675, -2.4014], [-0.7967, 6.4772, -0.8865], [-2.1902, 6.2429, -0.5097], [-3.2917, 6.0562, -0.2427], [-2.1674, 5.2400, -3.0332], [-0.9597, 5.6040, -4.2585], [-0.5441, 4.5562, -2.9027], [-1.2227, 7.5437, -2.7106], [0.3966, 6.8773, -2.6194], [-0.4421, 7.3558, -0.3463], [-0.2073, 5.6197, -0.5550], [2.5079, -2.0098, -6.2773], [3.9623, -2.4357, -6.1148], [4.3446, -2.7131, -4.6559], [4.1784, -1.5251, -3.8222], [4.0483, -0.5904, -3.1674], [2.3075, -1.0743, -5.7522], [2.2683, -1.8548, -7.3287], [1.8297, -2.7706, -5.8867], [4.6188, -1.6632, -6.5191], [4.1452, -3.3426, -6.6922], [5.3836, -3.0334, -4.5753], [3.7235, -3.5071, -4.2387], [7.5579, -0.2489, 0.7059], [8.1059, 0.0227, -0.6898], [7.1111, -0.3386, -1.7996], [6.7661, -1.7586, -1.7699], [6.5049, -2.8768, -1.7404], [7.3469, -1.3093, 0.8492], [8.2789, 0.0499, 1.4664], [6.6345, 0.3074, 0.8794], [9.0308, -0.5377, -0.8356], [8.3562, 1.0803, -0.7865], [7.5312, -0.1133, -2.7802], [6.1868, 0.2311, -1.6965]],
  "homo_energy_ev": -12.24,
  "total_charge": 1,
  "orbital_gap_ev": 7.516,
  "energy_ha": -2720.6524
}

---

4.
{
  "formula": "C36H30BKN14O3",
  "method": "the ωB97M-V functional and the def2-TZVPD basis",
  "species": ["K", "O", "C", "N", "C", "C", "C", "C", "C", "C", "N", "C", "O", "C", "C", "C", "C", "C", "N", "C", "C", "C", "C", "C", "N", "H", "H", "H", "H", "H", "H", "H", "H", "H", "H", "H", "H", "C", "C", "N", "N", "C", "B", "N", "C", "C", "C", "N", "N", "C", "C", "C", "N", "N", "C", "C", "C", "N", "H", "H", "H", "H", "H", "H", "H", "H", "H", "H", "H", "H", "N", "C", "O", "C", "C", "C", "N", "C", "C", "H", "H", "H", "H", "H", "H"],
  "coordinates": [[0.0519, -0.6573, 0.1934], [3.3535, 3.0339, 0.7318], [2.6467, 2.0242, 0.7606], [1.8311, 1.5554, -0.2086], [2.0194, 1.8523, -1.4983], [3.2677, 2.2774, -2.0453], [3.4243, 2.4941, -3.3797], [2.3363, 2.3158, -4.2720], [1.1197, 1.9267, -3.8056], [0.8958, 1.6696, -2.4178], [-0.2620, 1.2175, -1.9293], [-1.4298, 1.4263, -2.5815], [-1.6960, 2.3402, -3.3611], [-2.5447, 0.4464, -2.2480], [-3.6897, 0.4600, -3.0408], [-4.6976, -0.4469, -2.7674], [-4.5365, -1.3339, -1.7137], [-3.3646, -1.2729, -0.9758], [-2.3923, -0.4007, -1.2334], [2.6069, 1.2366, 2.0606], [3.4998, 1.5813, 3.0720], [3.4605, 0.8738, 4.2614], [2.5411, -0.1517, 4.4021], [1.7037, -0.4389, 3.3349], [1.7348, 0.2390, 2.1891], [4.0908, 2.4209, -1.3624], [4.3873, 2.8020, -3.7687], [2.4808, 2.4869, -5.3318], [0.2866, 1.7936, -4.4788], [-3.7541, 1.1791, -3.8444], [-5.5976, -0.4660, -3.3699], [-5.2941, -2.0659, -1.4673], [-3.1843, -1.9565, -0.1521], [4.1869, 2.3964, 2.8984], [4.1392, 1.1205, 5.0692], [2.4746, -0.7328, 5.3126], [0.9790, -1.2454, 3.3817], [3.4120, -2.9016, 1.9551], [3.2512, -2.4331, 0.6379], [2.1264, -2.8755, 0.0988], [1.5353, -3.6307, 1.0515], [2.2848, -3.6574, 2.1738], [0.2202, -4.3876, 0.7967], [-0.2114, -4.2353, -0.6664], [-0.0023, -5.0777, -1.6977], [-0.4571, -4.4649, -2.8429], [-0.9257, -3.2177, -2.3971], [-0.7721, -3.0861, -1.0889], [-0.8850, -3.8189, 1.7126], [-2.1345, -4.2949, 1.8949], [-2.8657, -3.3346, 2.5577], [-1.9593, -2.2739, 2.7283], [-0.7747, -2.5675, 2.2147], [0.4868, -5.8948, 1.0574], [1.6756, -6.5322, 0.9705], [1.4384, -7.8854, 1.0627], [0.0427, -7.9759, 1.1984], [-0.5226, -6.7786, 1.1841], [4.2126, -2.6932, 2.6443], [3.8978, -1.7873, 0.0634], [1.9554, -4.2086, 3.0404], [0.4372, -6.0495, -1.5418], [-0.4568, -4.8593, -3.8447], [-1.3687, -2.4133, -2.9656], [-2.3941, -5.2790, 1.5456], [-3.8934, -3.3939, 2.8739], [-2.1129, -1.3095, 3.1894], [2.5921, -5.9807, 0.8439], [2.1629, -8.6815, 1.0412], [-0.5716, -8.8567, 1.3060], [-2.3517, 6.1719, 2.6914], [-3.2508, 5.1462, 2.5851], [-4.4493, 5.3184, 2.6769], [-2.6448, 3.7919, 2.3642], [-3.3547, 2.8485, 1.6415], [-2.7630, 1.6181, 1.4015], [-1.5517, 1.2826, 1.8474], [-0.8947, 2.1848, 2.5736], [-1.3915, 3.4494, 2.8502], [-2.7384, 7.1009, 2.6882], [-1.4283, 6.0524, 2.3112], [-4.3393, 3.0796, 1.2595], [-3.2733, 0.8684, 0.8096], [0.0828, 1.8907, 2.9327], [-0.8133, 4.1418, 3.4479]],
  "homo_energy_ev": [-4.54, -5.51],
  "total_charge": -1,
  "de_lowest_ev": 0.280,
  "orbital_gap_ev": [6.701, 6.592],
  "multiplicity": 2,
  "energy_ha": -3007.2489
}

---

Number 3 is which compound? C33H51F4I2N8

---

Number 3 is which compound? C33H51F4I2N8